This record from OMol25 describes a structure of composition C39H29N12O2PtS2 in a non-equilibrium geometry. The level of theory is ωB97M-V/def2-TZVPD.

Properties
total charge: +3

Each line ends with the Löwdin charge.
Positions of all 85 atoms, in Å:
Pt  -0.31540  -1.54720  0.62547  1.6286
C  3.34675  -3.72678  -0.11376  -0.0302
C  2.26875  -3.16628  0.56724  -0.0282
N  1.28262  -2.59344  -0.11345  -0.0283
C  1.34600  -2.55342  -1.46977  -0.1682
C  2.43185  -3.12482  -2.10567  -0.0005
N  3.42012  -3.70556  -1.43423  0.1639
C  0.25050  -1.82771  -2.14973  -0.1886
C  0.04497  -1.67913  -3.50020  0.1023
C  -1.05189  -0.93130  -3.97364  -0.0568
C  -1.89845  -0.33803  -3.01388  0.0992
C  -1.65635  -0.51750  -1.67190  -0.1628
N  -0.60921  -1.26128  -1.28980  -0.0586
C  -2.42447  0.01967  -0.52656  -0.1363
C  -3.50244  0.87366  -0.62875  -0.0040
N  -4.12508  1.36224  0.44345  0.1611
C  -3.67930  1.00890  1.63229  -0.0225
C  -2.59753  0.13548  1.78522  -0.0452
N  -1.99264  -0.35489  0.71408  -0.0205
C  -1.31243  -0.78522  -5.41914  -0.1634
C  -0.44715  -1.32556  -6.37096  0.0090
C  -0.74895  -1.18200  -7.71678  -0.0877
N  -1.82893  -0.54650  -8.15701  0.1125
C  -2.65418  -0.02444  -7.25664  -0.0888
C  -2.44330  -0.11628  -5.88929  0.0071
H  4.16024  -4.19388  0.42685  0.1401
H  2.19993  -3.17677  1.64617  0.1229
H  2.52325  -3.09681  -3.18389  0.1428
H  0.73815  -2.13404  -4.18922  0.1213
H  -2.73629  0.26730  -3.32057  0.1184
H  -3.88118  1.17859  -1.59597  0.1394
H  -4.18169  1.41954  2.49907  0.1426
H  -2.22159  -0.14902  2.75407  0.1260
H  0.46027  -1.84925  -6.10907  0.1076
H  -0.09341  -1.59741  -8.47220  0.1268
H  -3.52573  0.48923  -7.64333  0.1265
H  -3.17281  0.33507  -5.23325  0.1064
N  1.73021  -0.71777  3.37519  0.1680
C  0.70223  -1.54197  3.58800  -0.6451
N  -0.08466  -2.05955  2.63099  -0.0919
C  -0.93669  -3.03774  3.14494  -0.3384
C  -0.84737  -3.20645  4.46724  -0.2867
S  0.34832  -2.16823  5.14776  1.1898
C  -1.75772  -3.76812  2.20545  -0.3356
C  -2.53654  -4.82547  2.46009  -0.2866
S  -3.26967  -5.40875  1.01163  1.1865
C  -2.47678  -4.17393  0.11582  -0.6494
N  -1.72070  -3.38441  0.86074  -0.0056
N  -2.64545  -4.04890  -1.21186  0.1465
H  1.85614  -0.32807  2.45658  0.0809
H  2.19087  -0.24163  4.13674  0.1214
H  -1.40741  -3.88447  5.08913  0.1051
H  -2.71586  -5.31270  3.40370  0.1046
H  -3.20763  -4.70192  -1.73125  0.1263
H  -2.17209  -3.32479  -1.72070  0.0874
O  1.95101  -0.03519  -1.28653  0.0908
C  1.59137  0.64099  -0.34949  -0.4967
N  1.91324  1.90407  -0.06151  0.1885
C  1.32695  2.40840  1.17727  -0.2344
C  0.40792  1.24273  1.55205  -0.4107
O  -0.38087  1.16921  2.45723  0.0557
N  0.70693  0.19597  0.67920  0.0120
C  0.61307  3.74788  0.99430  -0.1400
C  1.10422  4.65164  0.05678  -0.0239
C  0.46774  5.86561  -0.14726  -0.0474
C  -0.64749  6.20284  0.60618  -0.0524
C  -1.12867  5.31206  1.55331  -0.0523
C  -0.49385  4.09549  1.76193  -0.0266
C  2.38689  2.55166  2.29396  -0.1398
C  3.71144  2.80934  1.95623  -0.0147
C  4.68491  2.89412  2.94158  -0.0433
C  4.33971  2.76298  4.27782  -0.0505
C  3.01446  2.53166  4.62220  -0.0619
C  2.03947  2.43600  3.63879  -0.0518
H  2.56004  2.41191  -0.64146  0.1593
H  1.99124  4.43085  -0.52423  0.1107
H  0.85374  6.55525  -0.88548  0.1188
H  -1.12071  7.16593  0.47361  0.1189
H  -1.99579  5.57046  2.14637  0.1149
H  -0.87542  3.41709  2.51184  0.1033
H  4.00715  2.94379  0.92389  0.1140
H  5.71404  3.07328  2.66148  0.1202
H  5.09283  2.86703  5.04673  0.1200
H  2.73438  2.44953  5.66474  0.1166
H  1.00786  2.27710  3.92303  0.1121

This record from OMol25 describes a structure of composition C39H29N5O4PbSi. The level of theory is ωB97M-V/def2-TZVPD.

Each line ends with the Löwdin charge.
Positions of all 79 atoms, in Å:
Pb  -0.72036  -0.02697  0.70466  1.2785
O  -0.22954  -7.27367  1.61177  -0.0199
C  -1.01887  -6.77174  0.80625  -0.6800
O  -1.85111  -7.21261  0.00555  -0.0253
C  -0.95593  -5.17280  0.80019  -0.0484
C  -0.08466  -4.49986  1.63458  0.0719
C  -0.09336  -3.10876  1.64649  -0.1874
N  -0.90669  -2.41442  0.85161  0.0575
C  -1.77466  -3.05213  0.05208  -0.1857
C  -1.83216  -4.43817  0.02126  0.0645
C  -2.73256  -2.23317  -0.72004  -0.2242
C  -3.42641  -2.74163  -1.81554  0.0191
C  -4.36772  -1.94607  -2.44211  -0.0399
C  -4.59942  -0.66461  -1.96014  -0.0555
C  -3.83390  -0.22542  -0.89685  -0.1445
N  -2.92501  -0.98435  -0.29698  -0.0018
C  0.69627  -2.38232  2.66813  -0.2480
C  1.97034  -2.79741  3.03877  0.0067
C  2.59163  -2.15698  4.09537  -0.0298
C  1.90620  -1.15912  4.77232  -0.0533
C  0.64658  -0.80374  4.31982  -0.1556
N  0.05777  -1.38226  3.27899  0.0942
H  0.55951  -5.06424  2.29501  0.1282
H  -2.56288  -4.96869  -0.57243  0.1189
H  -3.22111  -3.73863  -2.17491  0.1223
H  -4.91806  -2.32238  -3.29407  0.1171
H  -5.34726  -0.02283  -2.40443  0.1083
H  -3.96285  0.77486  -0.49356  0.1077
H  2.46436  -3.58577  2.48911  0.1290
H  3.58974  -2.44037  4.40082  0.1173
H  2.33572  -0.65826  5.62878  0.1095
H  0.07861  -0.03051  4.82452  0.1009
O  3.74727  0.07985  1.16467  0.0449
C  2.55946  0.24594  1.40858  -0.6065
O  1.59850  -0.29617  0.74750  -0.1939
C  2.26497  1.09451  2.66026  -0.2105
C  3.33971  1.43841  3.47555  -0.0051
C  3.10206  2.10636  4.66280  -0.0535
C  1.78991  2.40720  5.00371  -0.0589
C  0.78586  2.03561  4.12896  -0.1797
N  1.01502  1.41029  2.97669  0.0656
H  4.33290  1.16443  3.15017  0.1214
H  3.91631  2.37022  5.32536  0.1106
H  1.55567  2.91467  5.92994  0.1057
H  -0.25612  2.22383  4.37367  0.1144
C  -1.97581  3.75867  1.13215  -0.1807
Si  -0.74875  2.97832  -0.05679  0.7433
C  -1.38047  2.84038  -1.80722  -0.1723
C  1.02480  3.44795  0.11326  -0.2992
C  1.39299  4.44775  1.02117  -0.0991
C  2.72284  4.78657  1.17964  -0.0690
C  3.69990  4.12961  0.43981  -0.0497
C  3.34351  3.14582  -0.47042  -0.0526
C  2.01370  2.79926  -0.63345  -0.0815
H  -2.41454  4.63233  0.64305  0.0462
H  -1.48738  4.09294  2.04643  0.0268
H  -2.78356  3.08193  1.40785  0.0324
H  -1.44263  3.84303  -2.24068  0.0550
H  -2.36627  2.37713  -1.85703  0.0317
H  -0.70881  2.23693  -2.41367  0.0147
H  0.63341  4.96706  1.59388  0.0966
H  3.00364  5.56298  1.87934  0.1090
H  4.73957  4.39640  0.57594  0.1125
H  4.10838  2.63646  -1.03946  0.1188
H  1.74697  2.00969  -1.32743  0.1095
N  -0.82078  -0.48351  -9.54379  0.1594
C  -0.75103  -0.49043  -8.39634  -0.1869
C  -0.67137  -0.47791  -6.96960  -0.2327
C  0.54993  -0.69168  -6.32971  -0.0167
C  0.62497  -0.64926  -4.95150  -0.0121
C  -0.51501  -0.39417  -4.18401  -0.2413
C  -1.73622  -0.18666  -4.83643  -0.0226
C  -1.81763  -0.22689  -6.21341  -0.0213
C  -0.45168  -0.31452  -2.75886  -0.1272
C  -0.44005  -0.20164  -1.54855  -0.1671
H  1.43323  -0.88562  -6.92263  0.1223
H  1.57114  -0.80965  -4.45289  0.1231
H  -2.62009  0.01178  -4.24483  0.1038
H  -2.76061  -0.06119  -6.71665  0.1200

This record from OMol25 describes a cluster of 2 separate species, C39H31FOP in total in a non-equilibrium geometry. The level of theory is ωB97M-V/def2-TZVPD.

Properties
total charge: +1

Each line ends with the Löwdin charge.
Positions of all 73 atoms, in Å:
C  1.04803  -3.96370  2.36958  -0.0592
C  0.59721  -3.68832  1.07444  -0.0632
C  0.28272  -2.37909  0.70921  -0.0980
C  0.43910  -1.33445  1.63570  -0.3187
P  0.01401  0.35140  1.16227  1.0508
C  -1.12018  1.09243  2.35457  -0.2937
C  -1.81716  2.25498  1.98180  -0.0959
C  -2.73047  2.84127  2.85669  -0.0615
C  -2.94748  2.27840  4.11764  -0.0613
C  -2.26441  1.11892  4.49183  -0.0617
C  -1.36403  0.51871  3.61073  -0.0676
C  1.57313  1.26724  1.32003  -0.2739
C  1.56216  2.64921  1.56238  -0.0594
C  2.76106  3.35969  1.63120  -0.0639
C  3.98001  2.69890  1.45072  -0.0655
C  3.99789  1.32003  1.21336  -0.0804
C  2.80131  0.60684  1.15417  -0.0865
C  -0.53457  0.36119  -0.49377  -0.1774
C  -1.89361  0.18417  -0.93797  -0.4505
O  -2.18399  0.25689  -2.15238  -0.0103
C  -3.00596  -0.07619  0.05919  -0.1818
C  -2.97660  -1.12695  0.97667  -0.0453
C  -3.98855  -1.25641  1.93294  -0.0695
C  -5.05771  -0.35490  1.93283  -0.0788
C  -5.14190  0.63878  0.94999  -0.0713
C  -4.13024  0.75462  -0.00143  -0.0334
C  0.98352  -1.60245  2.90256  -0.0969
C  1.25065  -2.92029  3.28000  -0.0581
H  1.24912  -4.99422  2.66538  0.1124
H  0.47764  -4.48776  0.34070  0.1126
H  -0.09044  -2.15952  -0.29356  0.0960
H  -1.66606  2.68826  0.98958  0.1171
H  -3.27326  3.73475  2.54245  0.1146
H  -3.65671  2.74204  4.80537  0.1125
H  -2.43294  0.66873  5.47176  0.1128
H  -0.87157  -0.40959  3.89411  0.0905
H  0.60995  3.16091  1.71438  0.1002
H  2.74156  4.43150  1.83046  0.1126
H  4.91894  3.25322  1.49423  0.1117
H  4.94272  0.79447  1.07129  0.1054
H  2.81898  -0.47309  0.98169  0.1071
H  0.16024  0.74386  -1.22428  0.0227
H  -2.13695  -1.82615  0.95648  0.0962
H  -3.92619  -2.05358  2.67790  0.1097
H  -5.83328  -0.43718  2.69477  0.1055
H  -5.98499  1.33071  0.92121  0.1077
H  -4.17707  1.51786  -0.78172  0.1222
H  1.18277  -0.78247  3.59610  0.1163
H  1.61747  -3.12484  4.28750  0.1134
F  2.80595  -4.08591  -1.90428  0.0508
C  3.06532  -2.73371  -1.95570  -0.2212
C  4.31923  -2.29508  -1.54843  0.0429
C  4.57092  -0.91675  -1.60905  -0.0537
C  3.60690  -0.04317  -2.07675  -0.0166
C  2.32411  -0.49882  -2.50321  -0.1801
C  1.37000  0.48696  -2.92508  0.0963
C  0.43354  0.42372  -3.99869  -0.1854
C  -0.03715  1.66121  -4.54624  0.0189
C  -1.03067  1.69103  -5.51142  -0.0337
C  -1.60687  0.49354  -5.96526  0.0008
C  -1.11755  -0.73048  -5.49430  -0.0270
C  -0.06518  -0.77547  -4.58113  0.0290
C  2.06304  -1.89289  -2.41715  0.0640
H  5.06954  -3.00238  -1.20850  0.1347
H  5.54118  -0.53222  -1.29094  0.1215
H  3.81554  1.02745  -2.12597  0.1288
H  1.54703  1.49510  -2.52910  0.1393
H  0.40787  2.58784  -4.17388  0.1296
H  -1.36513  2.64782  -5.91282  0.1204
H  -2.41720  0.51688  -6.69553  0.1266
H  -1.55351  -1.66614  -5.84833  0.1228
H  0.36588  -1.72960  -4.29567  0.1042
H  1.08333  -2.29776  -2.66335  0.1205

This record from OMol25 describes a structure of composition C39H31IN8O2Tl. The level of theory is ωB97M-V/def2-TZVPD.

Properties
total charge: +1

Each line ends with the Löwdin charge.
Positions of all 82 atoms, in Å:
Tl  0.27191  -0.75406  -0.74505  0.9508
O  3.30845  0.71303  2.56767  0.0694
C  2.55279  1.77151  2.92341  -0.2729
C  3.17270  2.76444  3.68275  -0.0090
C  2.46810  3.88252  4.07370  -0.0685
C  1.12635  4.03643  3.72406  -0.0841
C  0.50940  3.05260  2.98321  -0.0264
C  1.20401  1.91246  2.56416  -0.0856
C  0.52346  0.88917  1.74333  -0.4220
O  1.21060  -0.09225  1.27128  -0.1725
N  -0.76444  1.04086  1.51166  0.1162
N  -1.27276  -0.00529  0.75900  -0.1179
C  -2.89890  -1.34006  0.61459  -0.1205
C  -2.79801  -2.26226  -0.56173  -0.2170
C  -3.85990  -3.10140  -0.87019  0.0128
C  -3.74996  -3.96347  -1.95030  -0.0291
C  -2.57969  -3.96673  -2.68989  -0.0261
C  -1.56645  -3.10027  -2.31728  -0.1097
N  -1.67634  -2.26772  -1.28348  0.0307
H  2.73732  0.10810  2.05573  0.0731
H  4.21147  2.62647  3.95165  0.1227
H  2.96333  4.64361  4.66319  0.1082
H  0.57576  4.91260  4.03749  0.1009
H  -0.53291  3.14177  2.70912  0.1055
H  -3.80051  -1.58698  1.17091  0.1598
H  -4.75379  -3.08624  -0.26125  0.1237
H  -4.56461  -4.62896  -2.20296  0.1196
H  -2.44569  -4.62730  -3.53452  0.1166
H  -0.62892  -3.06542  -2.86124  0.1099
C  -3.04006  0.94598  -0.82526  -0.0937
N  -2.13970  0.63828  -1.93808  -0.0517
C  -1.62746  1.81582  -2.62066  -0.1234
C  -0.42622  2.35795  -1.90732  -0.2976
N  0.52557  1.61418  -1.40500  0.0980
C  1.50153  2.49618  -0.93957  -0.2027
C  2.73859  2.24452  -0.35116  -0.0071
C  3.48862  3.33545  0.03242  -0.0577
C  3.03124  4.64850  -0.16549  -0.0620
C  1.81885  4.91086  -0.77046  -0.0044
C  1.07235  3.80457  -1.15868  -0.1700
N  -0.16176  3.67796  -1.78426  0.1895
C  -2.73401  0.18077  0.44459  -0.3705
N  -1.68832  -1.30803  1.51278  0.0891
C  -2.17555  -0.87020  2.80310  -0.2016
C  -1.75679  -1.46338  3.97430  0.0032
C  -2.24979  -0.99066  5.18486  -0.0704
C  -3.14131  0.07234  5.19800  -0.0675
C  -3.55889  0.67213  4.01512  -0.0068
C  -3.07094  0.19909  2.81158  -0.2025
N  -3.42039  0.78050  1.56000  0.1185
H  -4.08763  0.76888  -1.08385  0.1439
H  -2.95296  2.01011  -0.58617  0.1304
H  -2.58364  0.01896  -2.60065  0.1189
H  -2.37658  2.60926  -2.73436  0.1289
H  -1.31497  1.52605  -3.62693  0.1382
H  3.08751  1.23467  -0.18476  0.1172
H  4.44591  3.17708  0.51016  0.1167
H  3.64829  5.47473  0.16041  0.1104
H  1.47390  5.92326  -0.93167  0.1146
H  -0.75594  4.42706  -2.09626  0.1708
H  -1.04734  -2.27962  3.92999  0.1177
H  -1.93391  -1.44609  6.11299  0.1071
H  -3.52007  0.44274  6.14121  0.1090
H  -4.25439  1.50205  4.02978  0.1175
H  -3.27479  1.78293  1.58596  0.1338
I  1.08515  -3.52669  0.59659  1.1102
C  1.98780  -3.89041  -1.25659  -0.6108
C  2.51428  -5.14371  -1.40221  -0.1553
C  3.19910  -5.50638  -2.57738  -0.0598
C  3.35250  -4.59124  -3.57049  -0.0240
C  2.81664  -3.28693  -3.44728  -0.1549
C  3.01749  -2.36231  -4.50253  -0.0193
C  2.52669  -1.09814  -4.43165  -0.0578
C  1.78114  -0.71206  -3.29768  -0.1233
C  1.55953  -1.57275  -2.25572  -0.2405
C  2.09270  -2.89908  -2.27950  -0.2411
H  2.41856  -5.86453  -0.60232  0.0900
H  3.60846  -6.50302  -2.66947  0.1141
H  3.89225  -4.84077  -4.47536  0.1196
H  3.58182  -2.68981  -5.36691  0.1209
H  2.69462  -0.39048  -5.23243  0.1124
H  1.38954  0.29624  -3.25476  0.0772

| no. | highest occupied orbital energy (eV) | Kohn-Sham gap (eV) |
| --- | --- | --- |
| 1 | -15.332 | 5.4 |
| 2 | -7.675 | 5.1 |
| 3 | -10.217 | 4.7 |
| 4 | -10.192 | 7.9 |